37
Properties=species:S:1:pos:R:3:lowdin_charge:R:1 method="wB97M-V/def2-TZVPD" e_homo_ev="-5.14 / -5.20" largest_force_ev_per_a=3.2 orbital_gap_ev="4.371 / 4.509" e_above_lowest_ev=0.344 multiplicity=1
C -0.262 0.044 -3.187 -0.2011
C -1.069 1.178 -3.027 -0.2279
C -0.253 2.345 -3.086 -0.1946
C 1.100 1.961 -3.327 -0.2286
C 1.181 0.564 -3.392 -0.2063
Y 1.675 -1.863 -0.158 0.6156
P -0.557 -3.217 -1.122 0.5644
H -0.561 -1.002 -3.204 0.0164
H -2.148 1.174 -2.883 0.0654
H -0.609 3.369 -2.985 0.0613
H 2.054 -0.059 -3.589 0.0389
H 1.935 2.650 -3.454 0.0687
H -0.429 -3.965 -2.352 -0.1163
H -1.792 -2.536 -1.418 -0.1035
H -1.106 -4.269 -0.304 -0.1335
C -2.588 -0.098 1.754 -0.1401
C -1.344 0.706 1.349 -0.4209
P -0.053 -0.327 0.739 0.8234
C 1.511 0.564 0.301 -0.4707
C 1.517 1.952 0.970 -0.1253
C 0.703 -1.463 2.044 -0.5095
C 0.462 -0.885 3.449 -0.1337
H -2.923 -0.763 0.949 0.0688
H -3.411 0.593 1.972 0.0785
H -2.421 -0.703 2.653 0.0582
H -1.603 1.422 0.544 0.1019
H -0.967 1.309 2.194 0.0832
H 2.436 0.028 0.673 0.0337
H 1.568 0.672 -0.794 0.0419
H 1.396 1.881 2.059 0.0622
H 2.484 2.426 0.771 0.0792
H 0.731 2.593 0.553 0.0808
H 0.256 -2.465 1.934 0.0616
H 1.835 -1.551 1.944 0.0044
H -0.563 -1.070 3.789 0.0652
H 1.145 -1.383 4.145 0.0736
H 0.670 0.191 3.497 0.0646

6
Properties=species:S:1:pos:R:3:lowdin_charge:R:1 method="wB97M-V/def2-TZVPD" e_homo_ev=-9.12 largest_force_ev_per_a=3.3 orbital_gap_ev=7.943 smiles="FP(I)C=S" e_above_lowest_ev=0.182 multiplicity=1
C 0.181 0.840 0.362 -1.0440
F -1.618 -1.011 -0.872 -0.4504
P -0.546 -1.006 0.394 0.5126
S 0.028 1.729 1.618 0.6641
I 1.400 -1.819 -0.935 0.3310
H 0.555 1.267 -0.567 -0.0135